159
Properties=species:S:1:pos:R:3:forces:R:3 method="wB97M-V/def2-TZVPD" e_lumo_ev=1.84 total_charge=-1 energy_ha=-5579.57824
C -2.879058 -1.419709 4.073592 -0.058 -0.402 0.080
C -3.975394 -2.190846 3.333561 0.709 0.149 0.020
P -3.624414 -2.647636 1.579974 -1.131 -0.166 -0.405
C -2.181917 -3.759229 1.768600 -0.300 -0.146 0.064
C -1.704784 -4.328156 0.424924 0.510 -0.081 0.932
C -2.848557 -1.186076 0.669855 0.970 -0.610 1.149
O -1.471664 -1.250118 0.951616 -0.105 0.388 0.041
B -0.950678 0.058618 1.466234 0.100 -0.480 -0.586
C 0.149580 0.596858 0.347269 0.118 -0.038 0.254
C 0.977416 -0.563766 -0.189185 -0.679 0.648 -0.202
C 0.405632 -1.140797 -1.469028 -0.176 -0.134 0.146
Br 2.792173 0.162033 -0.673646 0.260 -0.260 0.088
O -2.189658 0.858950 1.617829 -0.295 0.149 0.754
C -3.277139 0.293371 0.945999 0.698 0.659 -1.897
C -3.324100 1.002963 -0.453272 -0.756 -0.168 0.203
C -3.439115 2.528408 -0.352949 0.574 -0.045 -0.506
C -2.102519 3.297379 -0.367639 -0.492 0.871 0.392
C -2.027746 4.404121 0.714455 0.319 -0.199 -0.121
C -0.966662 4.044734 1.753629 -0.589 0.205 0.219
C -0.954725 4.957934 2.986961 0.621 -0.360 0.390
C 0.367818 5.693620 3.200729 -0.004 0.044 -0.569
C 1.576691 4.763019 3.274483 -0.071 -0.021 0.474
C 1.442330 3.657512 4.299950 0.753 0.062 0.024
O 1.236722 4.228823 5.584317 -0.477 -0.155 -0.123
C 0.876225 3.275474 6.561374 0.063 0.472 0.149
C -4.665797 0.545951 1.585632 0.184 -0.199 0.684
C -4.712265 1.195779 2.951777 -0.377 -0.081 0.695
C -3.907121 2.277566 3.324484 -0.332 -0.164 0.219
C -4.001783 2.841298 4.598282 -0.244 -0.416 -0.207
C -4.912931 2.342672 5.534171 0.095 0.008 -0.279
C -5.750481 1.291452 5.175968 0.345 -0.027 -0.629
C -5.642820 0.733126 3.901994 0.307 0.379 -0.182
H -1.980897 -2.036435 4.095876 0.143 0.059 -0.041
H -3.163707 -1.259697 5.114360 -0.072 0.246 0.062
H -2.609411 -0.481552 3.598421 -0.070 0.134 0.014
H -4.112554 -3.145849 3.845254 -0.128 -0.177 -0.075
H -4.942117 -1.699964 3.360329 -0.032 0.144 0.075
H -1.370527 -3.287595 2.316236 0.118 0.178 -0.135
H -2.547436 -4.567712 2.408039 -0.154 -0.069 0.000
H -0.793910 -3.820756 0.136768 -0.091 0.247 -0.403
H -1.410398 -5.365377 0.578307 -0.092 -0.194 -0.246
H -2.457064 -4.276856 -0.356611 -0.048 0.028 -0.137
H -2.967054 -1.444383 -0.387931 -0.393 0.107 -0.128
H -0.351782 -0.070699 2.538164 -0.101 -0.008 0.121
H 0.817241 1.328800 0.806800 -0.065 0.094 0.137
H -0.299918 1.080620 -0.519287 -0.025 0.068 -0.094
H 1.114122 -1.324578 0.571939 0.509 -0.047 0.024
H -0.044976 -0.346010 -2.055220 0.160 0.106 -0.228
H 1.153802 -1.641973 -2.073342 0.011 -0.140 -0.067
H -0.396406 -1.838174 -1.230968 0.002 -0.103 0.161
H -2.473145 0.698106 -1.059171 0.272 0.068 0.070
H -4.207903 0.636950 -0.991180 -0.023 -0.169 0.030
H -4.019628 2.876001 -1.209931 -0.172 0.064 0.002
H -3.998209 2.832043 0.528793 -0.138 -0.165 0.152
H -1.979544 3.789528 -1.332737 0.136 -0.233 -0.226
H -1.260344 2.646516 -0.191306 0.032 -0.238 -0.166
H -2.999068 4.545800 1.191884 -0.098 -0.035 0.091
H -1.768166 5.369224 0.272971 0.003 0.103 -0.053
H -1.154716 3.025005 2.085310 0.087 -0.195 -0.158
H -0.007180 4.039289 1.239933 0.182 0.029 0.032
H -1.074755 4.329491 3.873027 -0.276 -0.011 0.090
H -1.790423 5.653482 3.003442 -0.049 0.135 -0.161
H 0.536023 6.375760 2.362242 0.019 0.123 -0.008
H 0.327493 6.292203 4.107425 -0.103 0.065 0.101
H 1.805337 4.290203 2.322487 -0.048 0.072 -0.159
H 2.451015 5.354656 3.549904 0.114 0.054 -0.086
H 0.661144 2.938689 4.042390 -0.228 0.057 0.047
H 2.389956 3.103290 4.317234 -0.015 -0.189 -0.037
H 1.738191 3.032578 7.187171 0.098 -0.254 -0.037
H 0.455058 2.374211 6.119943 0.009 -0.142 -0.044
H 0.124483 3.726254 7.209031 -0.093 0.011 0.048
H -5.192427 -0.405136 1.643695 -0.107 -0.087 0.015
H -5.269039 1.158069 0.918242 0.025 0.115 -0.143
H -3.190528 2.650450 2.615527 0.156 0.079 0.017
H -3.330961 3.654729 4.835894 -0.017 0.107 0.167
H -4.975416 2.763485 6.528435 0.049 0.081 0.045
H -6.474191 0.872297 5.858599 -0.046 0.080 0.194
H -6.299443 -0.081088 3.626992 -0.059 -0.087 0.010
C 1.705734 1.393458 -5.335256 -0.029 0.069 0.057
C 1.793472 -0.109166 -5.146453 -0.266 0.055 -0.064
O 0.591630 -0.639970 -4.603444 0.109 0.001 -0.031
H 1.490066 1.877434 -4.381255 0.033 -0.028 0.024
H 2.640006 1.789885 -5.732918 0.003 -0.022 -0.016
H 0.894742 1.647703 -6.025322 0.032 -0.016 -0.041
H 2.588666 -0.357295 -4.444053 -0.016 -0.025 0.026
H 2.010483 -0.602780 -6.101524 0.116 0.048 -0.004
H -0.130697 -0.442558 -5.209697 -0.104 -0.178 -0.027
C 6.238593 -1.376241 -7.209329 -0.153 -0.154 0.026
C 4.828402 -0.819402 -7.147741 0.221 0.118 -0.080
O 4.800372 0.469660 -6.535437 -0.121 -0.099 0.012
H 6.662110 -1.442006 -6.207224 -0.010 -0.022 0.010
H 6.242818 -2.371322 -7.660084 -0.024 0.002 0.014
H 6.888908 -0.729426 -7.791555 0.045 -0.003 -0.076
H 4.184213 -1.459099 -6.547631 -0.039 0.056 0.039
H 4.400143 -0.751337 -8.154760 -0.052 -0.106 0.012
H 5.359040 1.046987 -7.062492 0.066 0.025 0.045
C 4.180498 3.636657 -0.596921 0.039 0.081 0.028
C 2.745358 4.121511 -0.529030 0.149 0.168 -0.087
O 2.644401 5.399580 0.107276 -0.066 -0.085 0.049
H 4.606878 3.566087 0.404586 -0.045 -0.058 0.018
H 4.228922 2.656892 -1.070701 0.015 0.009 0.007
H 4.801762 4.333538 -1.169122 -0.044 -0.010 -0.055
H 2.137659 3.430915 0.053977 -0.037 0.016 0.003
H 2.314820 4.185196 -1.534017 -0.043 -0.131 0.007
H 3.166724 6.021783 -0.406350 0.016 0.020 0.002
C -0.070719 -6.419258 -3.557415 -0.043 -0.026 0.061
C 0.133454 -5.018060 -3.008001 0.205 -0.095 0.050
O 0.454214 -5.040275 -1.622784 0.091 -0.097 -0.057
H -0.865172 -6.927843 -3.009439 -0.032 0.026 -0.016
H -0.335932 -6.391139 -4.616184 0.015 -0.001 -0.003
H 0.839468 -7.013770 -3.444263 0.023 0.024 -0.053
H -0.778731 -4.431000 -3.103395 0.018 0.059 0.049
H 0.927823 -4.504241 -3.559833 -0.092 0.060 -0.081
H 1.269057 -5.544758 -1.518873 -0.014 -0.063 -0.042
C 1.755016 -7.831761 1.417722 0.042 0.021 -0.070
C 3.171060 -7.494282 0.992018 -0.222 0.178 0.047
O 3.196264 -6.596799 -0.117824 -0.042 -0.015 -0.076
H 1.204947 -8.276068 0.586404 0.019 -0.026 -0.004
H 1.749260 -8.530163 2.254730 -0.023 0.050 -0.036
H 1.217336 -6.928163 1.715743 0.019 -0.002 0.044
H 3.701805 -8.391166 0.674013 0.046 0.031 -0.054
H 3.722951 -7.047545 1.826124 0.042 -0.103 0.030
H 2.745094 -5.792280 0.161019 0.072 0.061 0.023
C -0.352660 -12.231660 3.855303 -0.047 0.067 -0.027
C 0.879869 -11.541024 3.300971 -0.031 0.031 0.258
O 0.905571 -10.156701 3.634771 -0.014 -0.135 -0.033
H -1.256334 -11.753219 3.477516 0.005 -0.015 -0.040
H -0.370629 -13.286446 3.576509 0.008 -0.004 0.017
H -0.375938 -12.163119 4.945546 0.036 -0.059 0.006
H 0.891353 -11.594838 2.213442 0.035 0.063 -0.015
H 1.788142 -12.024300 3.677718 0.003 -0.073 -0.094
H 0.907734 -10.083787 4.593986 -0.017 0.049 0.012
C 8.615187 2.124433 -5.027530 -0.058 -0.078 -0.007
C 9.321021 1.406576 -6.162468 -0.164 0.208 -0.017
O 8.396681 0.949650 -7.149310 0.151 0.050 -0.002
H 7.880732 1.467903 -4.560950 0.025 -0.020 0.015
H 9.326184 2.452317 -4.268002 -0.002 0.020 -0.007
H 8.079969 3.001834 -5.399058 0.058 0.043 0.011
H 9.837846 0.521819 -5.794642 -0.015 -0.048 -0.057
H 10.060909 2.063877 -6.632165 0.075 -0.040 0.061
H 7.938852 1.721657 -7.495838 0.031 0.031 -0.009
C -4.186942 9.133959 4.137715 0.074 0.038 0.018
C -3.388044 7.906976 3.735248 -0.095 -0.079 0.242
O -2.345688 7.624847 4.662170 0.033 0.168 -0.075
H -3.532332 10.002751 4.217721 0.005 0.004 -0.042
H -4.969748 9.349605 3.408493 -0.013 -0.012 0.012
H -4.656710 8.985441 5.113262 -0.058 -0.029 -0.031
H -2.906683 8.062814 2.770900 0.055 -0.047 0.004
H -4.045846 7.034953 3.649916 -0.019 0.024 -0.123
H -2.746546 7.463769 5.521294 0.014 -0.059 0.013
C -3.968262 1.126469 -5.376880 -0.022 -0.090 0.044
C -2.513408 0.774733 -5.619633 -0.203 -0.060 -0.130
O -2.331790 -0.632226 -5.797015 0.182 0.162 0.091
H -4.341173 0.601278 -4.497513 0.032 0.034 0.038
H -4.090997 2.199336 -5.222590 0.001 0.001 -0.009
H -4.585883 0.826583 -6.228002 0.013 0.064 -0.031
H -1.905049 1.057555 -4.761261 0.043 -0.063 0.003
H -2.133547 1.304840 -6.500863 0.034 0.077 0.062
H -2.852641 -0.905988 -6.557362 0.001 -0.032 -0.009